Entry from the OMol25 dataset: the ion C23H31BBrF6N4O6 with charge -1 (ωB97M-V/def2-TZVPD).

```
! wB97M-V def2-TZVPD RIJCOSX def2/J DEFGRID3
* xyz -1 1
C 0.8336 2.7589 -0.1249
C 0.1569 2.2341 -1.3586
C 0.4425 0.7072 -1.9852
C 0.5919 1.0710 -3.5666
O 1.0780 2.4661 -3.8378
C 0.6628 2.8265 -5.2040
N 1.6860 0.3331 -1.1457
B 2.9754 0.4399 -1.8959
C 3.8429 -0.7753 -2.6012
O 3.5413 1.8238 -2.0799
C 1.3719 -0.6996 -0.1441
N 1.9998 -1.4818 0.7705
C 3.4827 -1.3206 0.9618
Br 1.2017 -2.7932 1.8928
N -0.1653 -0.8136 -0.2491
C -0.8248 -0.1237 0.9271
C -2.0288 -1.0429 1.6402
F -2.6419 -0.2259 2.7502
C -0.7079 -0.4621 -1.6507
N -2.1317 -0.0500 -1.4273
C -2.7540 0.7613 -2.5190
C -4.2289 1.2988 -1.9424
C -4.2631 1.4183 -0.2965
C -5.6485 2.2752 0.0703
C -0.5314 -1.8481 -2.5066
F 0.8570 -2.0322 -3.0771
F -1.4296 -1.8514 -3.7220
C -0.8501 -3.2351 -1.7074
F -1.2774 -4.2327 -2.7600
F 0.4451 -3.7527 -1.1872
F -1.9480 -3.1923 -0.7254
H 2.0030 2.6936 0.0664
H 0.1853 3.2634 0.7193
H -0.6252 2.9527 -1.8671
H -0.4962 1.0769 -4.0631
H 1.1700 0.2624 -4.2233
H -0.4902 3.1297 -5.2302
H 1.2996 3.7411 -5.5882
H 0.8415 1.8891 -5.9198
H 3.2862 -1.3322 -3.4713
H 4.2312 -1.5951 -1.8621
H 4.8190 -0.3018 -3.0999
H 4.0234 2.0436 -1.2296
H 3.8828 -0.2141 0.8947
H 3.7406 -1.6773 2.0717
H 4.0250 -2.0771 0.2527
H 0.0153 -0.0769 1.7767
H -1.1377 0.9877 0.7561
H -2.8873 -1.3065 0.8874
H -1.6202 -2.0138 2.1491
H -2.7808 -0.8398 -1.2390
H -2.9930 0.1684 -3.5066
H -2.1695 1.7371 -2.8168
H -5.1094 0.6346 -2.3493
H -4.3836 2.3865 -2.3660
H -4.4085 0.3608 0.1905
H -3.3531 2.0120 0.1594
H -6.5675 1.7581 -0.4851
H -5.8856 2.2748 1.2218
H -5.5427 3.3914 -0.3166
C 0.9740 -1.1165 5.4568
C 1.9402 -1.9545 5.0436
C 2.9980 -2.2308 6.1077
O 3.9341 -3.0246 5.9699
C 2.9075 -1.4957 7.3968
C 1.9478 -0.6470 7.8053
C 0.8330 -0.4540 6.7807
O -0.1819 0.2222 6.9747
O 1.8712 -0.0197 8.9064
O 2.0575 -2.5194 3.9130
H 0.1705 -0.8678 4.7725
H 3.7378 -1.7024 8.0622
*
```

Properties
- HOMO (eV) = -2.712
- HOMO-LUMO gap (eV) = 3.61

---

Entry from the OMol25 dataset: a structure of composition C23H31CaCl2N5O2S (ωB97M-V/def2-TZVPD).

```
! wB97M-V def2-TZVPD RIJCOSX def2/J DEFGRID3
* xyz 0 1
Ca -0.3257 0.2896 0.0926
C 1.4427 2.2061 -1.8301
N 0.6525 2.3885 -0.6078
C -0.4061 3.4081 -0.8236
C -1.8397 2.8806 -0.7270
C -2.2004 1.8627 -1.8271
N -1.9719 0.5231 -1.3363
C -2.9566 -0.2921 -1.2833
C -2.9529 -1.6235 -0.7312
C -4.1739 -2.3224 -0.7596
C -4.3038 -3.5951 -0.2642
C -3.1794 -4.2131 0.2974
C -1.9739 -3.5624 0.3481
C -1.7969 -2.2434 -0.1516
O -0.6375 -1.6858 -0.0979
C 1.4991 2.8398 0.5148
C 2.7954 2.0737 0.7961
C 2.6327 0.5601 1.0381
N 1.3205 0.2572 1.5484
C 1.1650 -0.1867 2.7374
C -0.1021 -0.4696 3.3627
C -0.0926 -1.1322 4.6031
C -1.2483 -1.4581 5.2656
C -2.4776 -1.1165 4.6846
C -2.5271 -0.4442 3.4903
C -1.3527 -0.0725 2.7828
O -1.4385 0.6218 1.7007
H 1.9988 3.1174 -2.0936
H 2.1471 1.3838 -1.7138
H 0.7837 1.9484 -2.6591
H -0.3070 4.2007 -0.0780
H -0.2687 3.8766 -1.8041
H -1.9903 2.4062 0.2460
H -2.5095 3.7401 -0.7929
H -3.2454 1.9980 -2.1382
H -1.5711 2.0387 -2.7068
H -3.9223 0.0186 -1.7079
H -5.0415 -1.8213 -1.1764
H -5.2545 -4.1092 -0.2953
H -3.2649 -5.2179 0.6938
H -1.1132 -4.0464 0.7957
H 1.7932 3.8882 0.3521
H 0.8803 2.7892 1.4137
H 3.5217 2.2279 -0.0042
H 3.2069 2.5339 1.6978
H 2.7474 0.0354 0.0877
H 3.4299 0.2171 1.7134
H 2.0523 -0.3821 3.3591
H 0.8664 -1.4021 5.0344
H -1.2183 -1.9678 6.2191
H -3.3991 -1.3813 5.1890
H -3.4757 -0.1736 3.0426
N 1.5634 -3.4026 -1.1489
C 2.5878 -2.5437 -1.0364
N 3.4655 -2.7714 -0.0371
S 2.8417 -1.2997 -2.1210
H 1.3254 -3.9631 -0.3452
H 0.7589 -3.0504 -1.6446
H 3.3582 -3.5443 0.5972
H 4.3111 -2.2331 -0.0136
Cl -0.7370 -1.6094 -3.3153
C -1.0070 -3.1247 -4.2048
Cl -1.4814 -4.4409 -3.1214
H -0.0843 -3.4028 -4.7004
H -1.8132 -2.9684 -4.9112
*
```

Properties
- energy relative to the best compared isomer or geometry (same formula, charge and spin) (kcal/mol) = 41.9
- HOMO (eV) = -7.325
- HOMO-LUMO gap (eV) = 7.81

---

Entry from the OMol25 dataset: an isolated molecule of C23H31FN2O2 (ωB97M-V/def2-TZVPD).

```
! wB97M-V def2-TZVPD RIJCOSX def2/J DEFGRID3
* xyz 0 1
C -0.8853 4.3675 5.1657
H -1.0445 4.3905 4.0903
H -0.1719 5.1466 5.4236
H -1.8284 4.5705 5.6658
C -0.3412 3.0081 5.6064
C -0.0408 2.9956 7.1021
H 0.3492 2.0246 7.3956
H 0.7053 3.7513 7.3327
H -0.9456 3.2017 7.6667
H -1.0752 2.2200 5.3837
O 0.8871 2.7160 4.9542
C 0.9000 2.2975 3.6614
C 2.1693 2.1046 3.1102
C 2.3103 1.6702 1.8120
C 1.1982 1.4116 1.0145
C -0.0595 1.5953 1.5660
C -0.2129 2.0367 2.8710
H -1.2140 2.1647 3.2520
H -0.9472 1.3953 0.9871
C 1.4314 0.9111 -0.3934
C 1.7480 -0.5678 -0.3783
C 1.0400 -1.4367 0.4452
C 1.2935 -2.7951 0.4255
C 2.2693 -3.2789 -0.4273
C 2.9962 -2.4413 -1.2514
C 2.7271 -1.0839 -1.2187
H 3.2905 -0.4187 -1.8580
H 3.7556 -2.8496 -1.8996
F 2.5171 -4.6068 -0.4590
H 0.7487 -3.4769 1.0590
H 0.2814 -1.0440 1.1043
H 2.3132 1.4381 -0.7783
C 0.2765 1.2101 -1.3812
C -0.8574 0.1959 -1.3380
O -1.8906 0.3711 -0.7243
N -0.6213 -0.9173 -2.0636
H 0.2570 -1.0206 -2.5464
C -1.5435 -2.0272 -2.1298
C -2.0378 -2.2685 -3.5553
H -1.1838 -2.5102 -4.1912
H -2.7165 -3.1215 -3.5564
C -2.7875 -1.0512 -4.0993
N -3.5910 -1.3820 -5.2638
C -2.7805 -1.6641 -6.4297
H -2.1452 -0.8110 -6.7209
H -2.1437 -2.5239 -6.2340
H -3.4345 -1.9082 -7.2653
C -4.5573 -0.3414 -5.5484
H -4.0863 0.6219 -5.8017
H -5.1962 -0.1970 -4.6788
H -5.1784 -0.6540 -6.3866
H -2.0725 -0.2361 -4.3161
H -3.4665 -0.6944 -3.3212
H -1.0507 -2.9282 -1.7468
H -2.3792 -1.7729 -1.4744
H 0.6830 1.2259 -2.3948
H -0.1329 2.1952 -1.1554
H 3.3021 1.5269 1.4062
H 3.0307 2.3049 3.7277
*
```

Properties
- energy relative to the best compared isomer or geometry (same formula, charge and spin) (kcal/mol) = 4.6
- HOMO (eV) = -8.206
- SMILES = CC(C)Oc1ccc([C@H](CC(=O)NCCCN(C)C)c2ccc(F)cc2)cc1
- HOMO-LUMO gap (eV) = 8.85

---

Entry from the OMol25 dataset: a structure of composition C23H31GeN3OTi (ωB97M-V/def2-TZVPD).

```
! wB97M-V def2-TZVPD RIJCOSX def2/J DEFGRID3
* xyz 1 4
Ti -1.1649 -1.1828 -0.0786
N -0.7435 -1.8131 -2.2459
C -2.0000 -2.0307 -3.0220
C -2.9980 -2.7238 -2.0614
N -3.0134 -2.1323 -0.7464
C -4.1975 -1.2831 -0.3152
C -3.9354 -0.6595 1.0007
N -2.6382 0.0112 0.9620
H -0.1484 -1.1180 -2.6574
H -0.1538 -2.6834 -2.3522
H -1.7784 -2.6389 -3.9374
H -2.3744 -1.0373 -3.3204
H -2.7224 -3.7959 -1.9536
H -3.9913 -2.7008 -2.4692
H -2.8893 -2.8718 -0.0562
H -5.1314 -1.8429 -0.2263
H -4.4506 -0.5543 -1.1129
H -3.9251 -1.4393 1.7615
H -4.7792 0.0066 1.2607
H -2.3553 0.3189 1.9365
H -2.7404 0.8543 0.3725
C -0.2330 -3.9025 1.4421
O -0.7413 -2.6875 0.7591
H 0.4616 -4.4515 0.7685
H -1.1153 -4.4516 1.7311
H 0.3338 -3.4835 2.3247
C 2.2672 3.1009 4.1575
C 2.5276 3.4673 2.8441
C 2.0249 2.6421 1.8283
C 1.3171 1.4609 2.0767
C 0.8965 1.2512 3.4232
C 1.4877 1.9585 4.4221
Ge 0.7557 0.5179 0.3441
C 2.5437 -0.2249 0.0428
C 3.1373 -1.0231 1.0657
C 4.1955 -1.8980 0.7799
C 4.8222 -1.8706 -0.4696
C 4.3893 -0.9721 -1.4338
C 3.1764 -0.2747 -1.2285
C 0.2910 2.1135 -0.9342
C -0.9554 2.7440 -0.6933
C -1.5496 3.5378 -1.5931
C -0.9085 3.8807 -2.7720
C 0.3969 3.3880 -2.9508
C 1.0086 2.5244 -2.0632
H 2.6598 3.7531 4.9692
H 3.1051 4.4103 2.6971
H 2.2862 2.9361 0.8081
H 0.0304 0.6625 3.5875
H 1.2052 1.7315 5.4264
H 2.8645 -0.8704 2.1135
H 4.5950 -2.5949 1.5331
H 5.7321 -2.3828 -0.6728
H 4.9775 -0.8130 -2.3555
H 2.7072 0.3624 -1.9801
H -1.5144 2.4715 0.2035
H -2.5266 3.9668 -1.2718
H -1.3879 4.4507 -3.5452
H 0.8373 3.6851 -3.9011
H 2.0296 2.2010 -2.2222
*
```

Properties
- energy relative to the best compared isomer or geometry (same formula, charge and spin) (kcal/mol) = 16.4
- HOMO (alpha / beta) (eV) = -8.405 / -11.061
- HOMO-LUMO gap (alpha / beta) (eV) = 6.03 / 6.13

---

Repeat the third record exactly.
Entry from the OMol25 dataset: an isolated molecule of C23H31FN2O2 (ωB97M-V/def2-TZVPD).

```
! wB97M-V def2-TZVPD RIJCOSX def2/J DEFGRID3
* xyz 0 1
C -0.8853 4.3675 5.1657
H -1.0445 4.3905 4.0903
H -0.1719 5.1466 5.4236
H -1.8284 4.5705 5.6658
C -0.3412 3.0081 5.6064
C -0.0408 2.9956 7.1021
H 0.3492 2.0246 7.3956
H 0.7053 3.7513 7.3327
H -0.9456 3.2017 7.6667
H -1.0752 2.2200 5.3837
O 0.8871 2.7160 4.9542
C 0.9000 2.2975 3.6614
C 2.1693 2.1046 3.1102
C 2.3103 1.6702 1.8120
C 1.1982 1.4116 1.0145
C -0.0595 1.5953 1.5660
C -0.2129 2.0367 2.8710
H -1.2140 2.1647 3.2520
H -0.9472 1.3953 0.9871
C 1.4314 0.9111 -0.3934
C 1.7480 -0.5678 -0.3783
C 1.0400 -1.4367 0.4452
C 1.2935 -2.7951 0.4255
C 2.2693 -3.2789 -0.4273
C 2.9962 -2.4413 -1.2514
C 2.7271 -1.0839 -1.2187
H 3.2905 -0.4187 -1.8580
H 3.7556 -2.8496 -1.8996
F 2.5171 -4.6068 -0.4590
H 0.7487 -3.4769 1.0590
H 0.2814 -1.0440 1.1043
H 2.3132 1.4381 -0.7783
C 0.2765 1.2101 -1.3812
C -0.8574 0.1959 -1.3380
O -1.8906 0.3711 -0.7243
N -0.6213 -0.9173 -2.0636
H 0.2570 -1.0206 -2.5464
C -1.5435 -2.0272 -2.1298
C -2.0378 -2.2685 -3.5553
H -1.1838 -2.5102 -4.1912
H -2.7165 -3.1215 -3.5564
C -2.7875 -1.0512 -4.0993
N -3.5910 -1.3820 -5.2638
C -2.7805 -1.6641 -6.4297
H -2.1452 -0.8110 -6.7209
H -2.1437 -2.5239 -6.2340
H -3.4345 -1.9082 -7.2653
C -4.5573 -0.3414 -5.5484
H -4.0863 0.6219 -5.8017
H -5.1962 -0.1970 -4.6788
H -5.1784 -0.6540 -6.3866
H -2.0725 -0.2361 -4.3161
H -3.4665 -0.6944 -3.3212
H -1.0507 -2.9282 -1.7468
H -2.3792 -1.7729 -1.4744
H 0.6830 1.2259 -2.3948
H -0.1329 2.1952 -1.1554
H 3.3021 1.5269 1.4062
H 3.0307 2.3049 3.7277
*
```

Properties
- energy relative to the best compared isomer or geometry (same formula, charge and spin) (kcal/mol) = 4.6
- HOMO (eV) = -8.206
- SMILES = CC(C)Oc1ccc([C@H](CC(=O)NCCCN(C)C)c2ccc(F)cc2)cc1
- HOMO-LUMO gap (eV) = 8.85